# 1
Entry from OMol25: a molecular structure, C20H22BrN4O4PtS2Sb (ωB97M-V/def2-TZVPD).

Results
Energy above the lowest of the compared OMol25 structures with the same formula, charge and spin in eV: 0.0000
Frontier orbital gap in eV: 7.2
DFT total energy in a.u.: -5024.77029
Total charge: +2
E_HOMO in eV: -14.005

```
55
C20H22BrN4O4PtS2Sb ωB97M-V/def2-TZVPD
Pt 0.4056 -0.0861 1.0747
O 2.0283 0.1722 4.9054
S 1.9011 -0.1165 3.5329
O 2.1145 -1.7278 3.4109
O 0.4415 -0.0218 3.0859
O 2.7551 0.5010 2.5668
N 0.4362 1.7765 -2.6293
C 0.6763 0.8591 -3.6904
C 1.3126 1.2598 -4.8519
C 1.5524 0.3196 -5.8437
C 1.2011 -1.0096 -5.6612
C 0.5961 -1.4161 -4.4807
C 0.3134 -0.4685 -3.5106
S -0.5834 -0.8273 -2.0399
N 0.2677 0.1843 -0.9376
C 0.4780 1.4152 -1.3360
C 0.6869 2.4172 -0.2802
C 1.0990 3.7177 -0.4856
C 1.1851 4.5751 0.6056
C 0.8693 4.0960 1.8622
C 0.4961 2.7680 2.0048
N 0.3972 1.9528 0.9553
H 0.5208 2.7568 -2.8490
H 1.6200 2.2897 -4.9859
H 2.0304 0.6299 -6.7624
H 1.3977 -1.7336 -6.4391
H 0.3252 -2.4521 -4.3263
H 1.3786 4.0647 -1.4706
H 1.5069 5.5984 0.4695
H 0.9304 4.7255 2.7382
H 0.2861 2.3338 2.9723
Br -1.8613 -2.6213 1.9367
C 1.9609 -2.4429 2.2736
C 2.5749 -3.6934 2.3080
C 2.4614 -4.5309 1.2279
C 1.7374 -4.0954 0.1184
C 1.1614 -2.8565 0.1564
N 1.2467 -2.0176 1.2196
H 3.1284 -3.9563 3.1975
H 2.9309 -5.5049 1.2400
H 1.6237 -4.7094 -0.7626
H 0.5921 -2.4904 -0.6819
C -3.4589 0.1439 3.5349
Sb -3.0592 -0.5179 1.5827
C -4.7896 -1.3338 0.6989
C -2.7590 1.2265 0.4182
H -4.4046 0.6842 3.5239
H -2.6498 0.7897 3.8685
H -3.5309 -0.7267 4.1825
H -5.6242 -0.6427 0.8057
H -5.0173 -2.2793 1.1841
H -4.5812 -1.4997 -0.3569
H -3.7808 1.6111 0.3587
H -2.4072 0.9838 -0.5811
H -2.1198 1.9261 0.9421
```

# 2
Entry from OMol25: C20H22ClN3O2 in the gas phase (ωB97M-V/def2-TZVPD).

Results
Energy above the lowest of the compared OMol25 structures with the same formula, charge and spin in eV: 0.7503
Frontier orbital gap in eV: 9.3
DFT total energy in a.u.: -1550.32357
E_HOMO in eV: -8.886

```
48
C20H22ClN3O2 ωB97M-V/def2-TZVPD
O 0.1405 -0.0285 1.3306
C 1.1212 0.2342 0.6651
N 1.0918 1.1399 -0.3344
C -0.1402 1.8137 -0.6795
C -0.4285 3.0307 0.2137
C -1.8371 3.4883 -0.0165
C -2.9054 2.7906 0.5387
C -4.1967 3.2068 0.2685
C -4.3730 4.3097 -0.5545
N -3.3681 4.9825 -1.0865
C -2.1379 4.5787 -0.8236
C 2.4798 -0.4308 0.9244
C 3.3606 -0.5826 -0.3249
C 4.1160 -1.9145 -0.2876
C 3.0767 -3.0181 -0.3277
O 3.0627 -3.9060 -1.1573
N 2.1302 -2.8666 0.6243
C 0.9274 -3.6782 0.6006
C -0.2429 -2.8606 0.1185
C -1.3242 -2.5803 0.9401
C -2.3516 -1.7626 0.5042
C -2.2889 -1.2162 -0.7650
Cl -3.5497 -0.1555 -1.3086
C -1.2239 -1.4944 -1.6078
C -0.2076 -2.3155 -1.1601
C 2.2440 -1.8019 1.5898
H 1.9461 1.4564 -0.7607
H -0.9443 1.0869 -0.5448
H -0.0983 2.1117 -1.7288
H 0.2789 3.8339 -0.0015
H -0.3080 2.7194 1.2532
H -2.7170 1.9350 1.1718
H -5.0470 2.6871 0.6825
H -5.3615 4.6748 -0.8007
H -1.3492 5.1630 -1.2824
H 2.9853 0.2058 1.6600
H 2.7398 -0.5832 -1.2244
H 4.0718 0.2423 -0.4010
H 4.7667 -2.0174 -1.1557
H 4.7242 -1.9905 0.6151
H 1.1302 -4.5019 -0.0904
H 0.7375 -4.0813 1.5993
H -1.3655 -2.9941 1.9367
H -3.1845 -1.5368 1.1507
H -1.1917 -1.0660 -2.5978
H 0.6287 -2.5380 -1.8068
H 3.0673 -2.0223 2.2801
H 1.3153 -1.7474 2.1612
```

# 3
Entry from OMol25: C20H22ClNO4 in the gas phase (ωB97M-V/def2-TZVPD).

Results
Energy above the lowest of the compared OMol25 structures with the same formula, charge and spin in eV: 0.0000
Frontier orbital gap in eV: 9.0
DFT total energy in a.u.: -1591.29131
E_HOMO in eV: -8.488

```
48
C20H22ClNO4 ωB97M-V/def2-TZVPD
C 5.1198 -1.5825 -2.2932
C 4.4628 -2.7814 -1.6090
C 5.2322 -4.0673 -1.8944
O 3.1470 -2.9909 -2.1054
C 2.1232 -2.1919 -1.7142
C 2.1842 -1.1930 -0.7486
C 1.0509 -0.4634 -0.4275
C -0.1590 -0.6992 -1.0584
C -1.4204 0.0555 -0.7012
C -2.2792 -0.7989 0.2646
C -1.5033 -1.0894 1.5222
O -0.9866 -0.2586 2.2274
O -1.4307 -2.3929 1.7828
N -1.1638 1.3419 -0.1016
C -1.6419 2.4921 -0.6209
O -2.1605 2.5768 -1.7116
C -1.4790 3.6797 0.3304
C -2.4203 3.4627 1.4802
C -3.7801 3.7035 1.3144
C -4.6770 3.4441 2.3335
C -4.2097 2.9324 3.5338
Cl -5.3264 2.5980 4.8133
C -2.8602 2.6857 3.7209
C -1.9737 2.9503 2.6925
C -0.2156 -1.6975 -2.0265
C 0.9016 -2.4335 -2.3492
H 5.1876 -1.7661 -3.3628
H 6.1196 -1.4291 -1.8961
H 4.5356 -0.6787 -2.1376
H 4.4274 -2.6211 -0.5214
H 5.2487 -4.2542 -2.9647
H 4.7484 -4.9081 -1.4047
H 6.2519 -3.9813 -1.5304
H 3.1042 -0.9687 -0.2319
H 1.1277 0.3050 0.3265
H -1.9980 0.2480 -1.6134
H -3.1767 -0.2362 0.5310
H -2.5613 -1.7395 -0.2049
H -0.9179 -2.5600 2.5903
H -0.8688 1.3174 0.8657
H -1.7327 4.5876 -0.2161
H -0.4462 3.7363 0.6741
H -4.1379 4.0913 0.3724
H -5.7306 3.6331 2.1999
H -2.5066 2.2867 4.6582
H -0.9225 2.7560 2.8466
H -1.1475 -1.8932 -2.5363
H 0.8616 -3.2079 -3.0987
```

# 4
Entry from OMol25: a molecular structure, C20H22CoN2 in a non-equilibrium geometry (ωB97M-V/def2-TZVPD).

Results
Energy above the lowest of the compared OMol25 structures with the same formula, charge and spin in eV: 1.2343
Frontier orbital gap (spin up / spin down) in eV: 5.5 / 6.9
DFT total energy in a.u.: -2267.24979
<S²>: 4.249
Spin multiplicity: 4
E_HOMO (spin up / spin down) in eV: -6.310 / -7.082

```
45
C20H22CoN2 ωB97M-V/def2-TZVPD
C 0.7553 -1.1569 -2.6116
C 0.2654 2.0073 -1.8262
C -0.6445 -1.2295 -2.4952
H 1.2373 -2.0854 -3.0680
C -1.0555 2.0042 -1.6823
H 0.9570 2.2525 -1.0015
H -1.0955 -2.1325 -1.9790
H -1.4544 2.3528 -0.7300
C -1.5700 -0.2889 -3.0850
H -2.5193 -0.8378 -3.1600
H -1.2665 -0.0391 -4.1167
C 1.6764 -0.0064 -2.8732
H 2.1672 -0.1819 -3.8562
H 2.4917 -0.0015 -2.1226
C 0.9816 1.3818 -2.9870
H 0.3142 1.3181 -3.8391
H 1.8100 2.0358 -3.2796
C -1.9886 1.0737 -2.4142
H -2.4056 1.6534 -3.2538
H -2.8173 0.8632 -1.7237
Co 0.0162 -1.4645 -0.1665
H 1.0560 -1.4663 -1.2625
C -1.9701 2.9630 3.6362
C -2.5756 2.7482 2.3977
C -2.2951 1.5817 1.6761
C -1.4039 0.6065 2.1996
C -0.8890 0.8202 3.4925
C -1.1171 2.0033 4.1908
N -0.9951 -0.5368 1.4891
N -0.5614 -1.5437 2.2547
C 0.6955 -1.9875 1.8610
C 1.2906 -3.1307 2.4413
C 2.6251 -3.3971 2.1821
C 3.4248 -2.6213 1.3236
C 2.8564 -1.5369 0.6539
C 1.5317 -1.2861 0.9276
H -2.1566 3.8963 4.1913
H -3.2803 3.4995 1.9922
H -2.7710 1.3724 0.7204
H -0.2762 0.0271 3.9231
H -0.6293 2.1410 5.1668
H 0.7011 -3.7509 3.1014
H 3.1166 -4.2102 2.6782
H 4.4842 -2.8040 1.1721
H 3.2840 -0.9059 -0.1378
```